(1)
C16H43N8NiO3P2Sb | ωB97M-V with the def2-TZVPD basis set

Each line ends with the Löwdin spin population.
CARTESIAN COORDINATES (ANGSTROEM)
1 Ni -0.37757 -0.20806 -0.64032  1.7680
2 C -1.79141 -3.17530 2.63490  0.0008
3 N -1.25926 -2.69359 1.35334  0.0105
4 C -1.84896 -3.41283 0.21866  0.0023
5 P 0.33896 -2.27107 1.32122  0.0066
6 O 0.64947 -1.82778 -0.09385  0.0362
7 O 0.41966 -1.04773 2.35144  0.0007
8 P 0.35921 0.55017 2.13935  0.0082
9 O 0.57443 0.92004 0.69539  0.0421
10 N -1.20077 0.89766 2.55067  0.0032
11 C -1.61015 2.27863 2.24945  -0.0001
12 C -1.71865 0.46682 3.85593  0.0002
13 N 1.52280 1.14534 3.08539  0.0019
14 C 1.77311 0.62167 4.43082  0.0006
15 C 2.53620 2.08867 2.59955  0.0005
16 N 1.42366 -3.30917 1.91438  0.0003
17 C 1.82219 -4.45158 1.07733  0.0003
18 C 1.75238 -3.46448 3.33330  0.0002
19 H -2.86626 -2.99860 2.66540  0.0002
20 H -1.33682 -2.63971 3.46642  0.0000
21 H -1.61202 -4.24610 2.76421  0.0004
22 H -2.92488 -3.23098 0.22181  0.0000
23 H -1.68494 -4.49120 0.29428  0.0000
24 H -1.42591 -3.05896 -0.71916  0.0021
25 H -1.26500 2.56565 1.25789  -0.0001
26 H -1.21970 2.98807 2.98524  0.0000
27 H -2.69781 2.32654 2.27866  0.0000
28 H -1.41031 -0.55275 4.07422  0.0000
29 H -2.80750 0.49117 3.82213  0.0001
30 H -1.38362 1.12643 4.66174  0.0001
31 H 0.93646 0.01741 4.77956  0.0000
32 H 1.90020 1.45310 5.12365  0.0001
33 H 2.67753 0.00976 4.43194  0.0000
34 H 2.26799 2.44698 1.61008  0.0002
35 H 3.50907 1.59687 2.55413  0.0000
36 H 2.58937 2.93515 3.28346  0.0000
37 H 1.60817 -4.24227 0.03080  0.0001
38 H 1.30187 -5.35986 1.38680  0.0000
39 H 2.89650 -4.59690 1.18363  0.0000
40 H 1.48858 -2.56742 3.88764  0.0000
41 H 2.82667 -3.62347 3.42331  0.0000
42 H 1.22943 -4.32179 3.76146  0.0000
43 C 3.78252 2.85907 -3.71167  0.0000
44 C 3.07648 2.56845 -5.02963  0.0001
45 C 1.96776 3.57478 -5.30956  0.0000
46 C 2.57505 1.12993 -5.10462  0.0005
47 N 1.52707 0.83910 -4.10866  0.0016
48 C 1.62453 0.49007 -2.83071  0.0049
49 N 0.39875 0.40793 -2.34966  0.0534
50 N -0.43921 0.73847 -3.35850  0.0023
51 N 0.23013 0.99664 -4.40521  0.0012
52 H 4.22442 3.85424 -3.72976  0.0000
53 H 4.58224 2.14528 -3.50598  0.0000
54 H 3.08092 2.85035 -2.87168  0.0000
55 H 3.81380 2.63339 -5.83559  0.0000
56 H 1.21831 3.57630 -4.51420  0.0000
57 H 1.45690 3.36852 -6.24981  0.0000
58 H 2.38018 4.58111 -5.36354  0.0000
59 H 3.36978 0.40656 -4.92131  0.0000
60 H 2.11418 0.90135 -6.06416  0.0001
61 H 2.54340 0.29466 -2.30622  0.0000
62 C -3.35726 2.31099 -1.70270  -0.0031
63 Sb -2.88470 0.35015 -1.09419  0.0268
64 C -4.21720 0.00247 0.51375  0.0124
65 C -3.73069 -0.80398 -2.64526  0.0110
66 H -4.43790 2.42047 -1.76805  -0.0001
67 H -2.91361 2.48999 -2.67975  0.0000
68 H -2.96382 3.03538 -0.99288  0.0000
69 H -5.22077 -0.18178 0.13580  0.0013
70 H -4.24577 0.87523 1.16253  0.0001
71 H -3.88353 -0.85635 1.09331  0.0001
72 H -4.80231 -0.61837 -2.68875  0.0013
73 H -3.55806 -1.86576 -2.48136  0.0000
74 H -3.27397 -0.50917 -3.58827  0.0000

Summary:
HOMO level (alpha / beta) in eV: -14.69 / -14.72
LUMO energy (alpha / beta) in eV: -4.236 / -6.342
Multiplicity: 3
Charge: +2
Expectation value of S²: 2.01
Energy above the lowest of the compared OMol25 structures with the same formula, charge and spin in kcal per mole: 2.18
E in eV: -101502.2976
Frontier orbital gap (alpha / beta) in eV: 10.4 / 8.4

---

(2)
C16H43O17P3S4SbSi | ωB97M-V with the def2-TZVPD basis set

Each line ends with the Mulliken charge.
CARTESIAN COORDINATES (ANGSTROEM)
1 C -2.61449 4.32684 -1.72893  -1.0153
2 C -1.20277 3.90751 -2.18425  -0.6436
3 P -0.80684 2.10404 -2.19149  0.3024
4 C -2.23939 1.49670 -3.19134  -1.2905
5 Sb -1.22680 1.49653 0.27785  -0.2738
6 P -1.63485 1.20087 2.88856  0.2133
7 O -1.31462 2.49024 3.61502  -0.6638
8 P -1.58322 -1.01113 -0.29011  0.1487
9 C -1.86543 -1.79683 1.35021  -0.9128
10 C -3.31111 -1.14211 -0.89361  -1.0353
11 Si 1.33597 1.09381 0.58140  0.8240
12 C 1.76204 0.04660 2.09460  -1.0426
13 C 2.19516 2.75068 0.76859  -1.2120
14 C 2.11662 0.21118 -0.88191  -0.8121
15 H -3.13907 4.87809 -2.50918  0.3092
16 H -3.22934 3.46934 -1.46110  0.1773
17 H -2.56946 4.95961 -0.84466  0.2974
18 H -1.02447 4.25127 -3.20521  0.4425
19 H -0.46120 4.36746 -1.53326  0.2818
20 H -2.39832 2.18464 -4.02630  0.3424
21 H -1.99924 0.51260 -3.59042  0.3320
22 H -3.17244 1.44690 -2.62828  0.4192
23 H -3.00686 1.74449 0.14427  -0.0857
24 H -1.05831 3.20934 0.69588  -0.0306
25 H -0.86586 0.14815 3.46146  -0.1098
26 H -2.97892 0.82637 3.18607  -0.0011
27 H -0.96097 -1.75203 1.95174  0.2538
28 H -2.10264 -2.84844 1.17187  0.1111
29 H -2.69909 -1.36131 1.90664  0.2779
30 H -3.39815 -0.72235 -1.89124  0.2828
31 H -4.03032 -0.66310 -0.22481  0.2651
32 H -3.54864 -2.20616 -0.94976  0.3940
33 H 1.60314 0.58003 3.03093  0.3200
34 H 2.81209 -0.25238 2.04148  0.3343
35 H 1.16751 -0.86758 2.09724  0.2154
36 H 2.00632 3.40488 -0.08156  0.2914
37 H 3.26988 2.54406 0.79913  0.3423
38 H 1.91963 3.25716 1.69191  0.2989
39 H 1.95473 0.74965 -1.81092  0.2652
40 H 1.68553 -0.78888 -0.94927  0.2638
41 H 3.18315 0.11158 -0.66498  0.2063
42 C -0.57908 -6.56668 1.09100  -0.2949
43 C -1.84244 -7.38150 1.28784  -0.3112
44 O -2.81951 -6.68217 0.50644  -0.3257
45 S -2.13404 -6.03388 -0.78559  0.9592
46 O -2.32736 -6.87389 -1.90957  -0.5788
47 O -2.47802 -4.66621 -0.81840  -0.3386
48 O -0.62671 -6.20655 -0.29542  -0.2883
49 H -0.57526 -5.65963 1.69698  0.2632
50 H 0.32799 -7.13760 1.26619  0.2985
51 H -2.18112 -7.40350 2.31939  0.3078
52 H -1.73417 -8.39781 0.90441  0.2759
53 C -1.34612 2.07367 7.22412  -0.2608
54 C -2.28268 2.86690 6.34791  0.0956
55 O -3.52171 2.87713 7.11304  -0.3252
56 S -3.20655 2.91187 8.65789  1.1225
57 O -3.27264 4.23762 9.16159  -0.5712
58 O -3.95328 1.88662 9.29567  -0.5564
59 O -1.67441 2.49619 8.56831  -0.3430
60 H -1.52004 1.00011 7.14267  0.3124
61 H -0.30243 2.29813 7.03106  0.2807
62 H -2.41819 2.41830 5.37008  0.0009
63 H -1.94341 3.89364 6.21795  0.2420
64 C 7.09436 -3.05026 -1.25214  -0.3453
65 C 6.10597 -2.23437 -2.06299  -0.3190
66 O 4.90933 -2.29126 -1.27913  -0.2608
67 S 5.26361 -2.29497 0.27092  1.1493
68 O 5.20895 -0.98342 0.79532  -0.4991
69 O 4.56478 -3.36074 0.88395  -0.5764
70 O 6.81104 -2.68313 0.10432  -0.3235
71 H 6.93110 -4.12242 -1.37438  0.2832
72 H 8.12990 -2.80199 -1.46693  0.2988
73 H 5.89524 -2.66112 -3.03882  0.2988
74 H 6.41928 -1.19456 -2.16846  0.2832
75 C -0.34604 1.90988 -6.51083  -0.3389
76 C 0.58414 1.83234 -7.70422  -0.3918
77 O 1.67897 2.67651 -7.33018  -0.3383
78 S 1.92978 2.57673 -5.74562  1.0728
79 O 2.96704 1.64751 -5.49095  -0.5525
80 O 1.99705 3.89656 -5.24416  -0.5540
81 O 0.54013 1.89914 -5.38822  -0.1417
82 H -0.92455 2.83539 -6.50157  0.2742
83 H -1.01128 1.05524 -6.42752  0.3280
84 H 0.14361 2.22322 -8.61698  0.3062
85 H 0.94986 0.81666 -7.86725  0.2985

Summary:
HOMO level in eV: -3.59
LUMO energy in eV: 1.873
Charge: -1
Energy above the lowest of the compared OMol25 structures with the same formula, charge and spin in kcal per mole: 0.00
E in eV: -137715.2892
Frontier orbital gap in eV: 5.5

---

(3)
C16H44AsCdF6N4O4 | ωB97M-V with the def2-TZVPD basis set

Each line ends with the Mulliken charge.
CARTESIAN COORDINATES (ANGSTROEM)
1 Cd -0.47920 0.98981 -0.12820  1.5436
2 As -3.45427 1.89878 3.41083  1.9532
3 F -4.98742 1.70537 4.31165  -0.4672
4 F -2.58636 2.67042 4.78021  -0.4743
5 F -1.96632 1.90223 2.45209  -0.5004
6 F -4.27244 1.12537 2.00319  -0.4890
7 F -3.79708 3.52503 2.59697  -0.5044
8 F -2.88849 0.25519 4.04467  -0.5219
9 C 0.67435 -0.79140 -5.28381  -1.5079
10 C -0.34024 -0.63775 -4.12107  0.2912
11 C -1.22736 -1.93154 -4.14920  -0.8577
12 O -2.07555 -1.85836 -3.09552  -0.1759
13 C -3.02722 -2.95128 -3.02469  -0.9408
14 N 0.33175 -0.51475 -2.83145  -0.2404
15 H 0.05880 -0.80819 -6.18320  0.3919
16 H 1.17907 -1.74517 -5.12998  0.3867
17 H 1.39041 0.02749 -5.35281  0.4470
18 H -0.91288 0.26856 -4.31804  0.1528
19 H -0.67560 -2.86765 -4.23500  0.3774
20 H -1.88801 -1.90506 -5.01576  0.4196
21 H -3.55332 -2.66405 -2.11431  0.2594
22 H -2.65762 -3.97355 -2.94436  0.3201
23 H -3.66665 -2.83461 -3.89969  0.4263
24 H 0.79433 -1.37221 -2.56522  0.0621
25 H 1.19444 -0.05809 -3.09091  0.2902
26 C 2.30164 1.30613 4.07026  -1.2508
27 C 3.17686 0.98231 2.85306  0.1215
28 C 4.41472 0.07405 3.28515  -0.9024
29 O 5.07728 -0.22595 2.04082  -0.3157
30 C 6.07526 -1.20166 2.11981  -0.7044
31 N 2.40863 0.19528 1.87698  -0.3756
32 H 1.63048 0.49527 4.35336  0.3231
33 H 1.71943 2.21386 3.91167  0.3400
34 H 2.94918 1.59816 4.89701  0.3929
35 H 3.67623 1.86227 2.44760  0.3426
36 H 4.04260 -0.85692 3.71285  0.4384
37 H 5.12939 0.58250 3.93232  0.4916
38 H 5.52976 -2.10945 2.37756  0.2969
39 H 6.76201 -1.03283 2.94925  0.3013
40 H 6.57095 -1.22099 1.14923  0.2236
41 H 3.01736 -0.34111 1.27545  0.2701
42 H 2.31772 -0.56494 2.53569  0.0912
43 C -1.92548 -3.78250 2.05784  -1.5946
44 C -0.69468 -3.01517 1.49112  0.3895
45 C 0.20198 -4.02170 0.72459  -0.8662
46 O 1.24310 -3.27949 0.16660  -0.1768
47 C 2.10810 -4.13760 -0.63038  -0.9230
48 N -1.24502 -1.93813 0.65213  -0.1844
49 H -1.59799 -4.15532 3.02833  0.4133
50 H -2.25126 -4.66734 1.51101  0.3182
51 H -2.76340 -3.12756 2.29666  0.5129
52 H -0.15576 -2.53995 2.31078  0.1961
53 H -0.37833 -4.53643 -0.04117  0.3838
54 H 0.60629 -4.76844 1.40797  0.4329
55 H 2.62641 -4.85191 0.00932  0.3899
56 H 2.92936 -3.56594 -1.06262  0.2560
57 H 1.56434 -4.71410 -1.37877  0.3270
58 H -2.13424 -1.78486 1.10589  0.2513
59 H -1.48100 -2.29666 -0.26213  -0.0019
60 C -0.46626 6.14074 -0.69840  -1.4557
61 C -0.89811 4.63406 -0.42931  0.2417
62 C -1.92698 4.23957 -1.49684  -0.8198
63 O -2.24806 2.85743 -1.17791  -0.0685
64 C -3.32254 2.39279 -1.88709  -0.9810
65 N 0.25078 3.69367 -0.55125  -0.5519
66 H -1.18638 6.86639 -0.32033  0.4122
67 H -0.43260 6.40878 -1.75440  0.3785
68 H 0.55352 6.37074 -0.38976  0.4036
69 H -1.26969 4.66736 0.59486  0.2829
70 H -1.44420 4.24611 -2.47407  0.3619
71 H -2.73619 4.96290 -1.39653  0.4046
72 H -3.15386 1.98741 -2.88475  0.3425
73 H -4.18195 3.06324 -1.88465  0.3277
74 H -3.78475 1.50351 -1.45854  0.3541
75 H 0.85170 3.92078 -1.33061  0.2202
76 H 0.77645 4.01718 0.24819  0.2974

Summary:
HOMO level in eV: -12.36
LUMO energy in eV: -6.282
Charge: +1
E in eV: -113155.1931
Frontier orbital gap in eV: 6.1